{
  "formula": "C7H15NO",
  "method": "ωB97M-V with the def2-TZVPD basis set",
  "e_above_lowest_kj_mol": 535.5,
  "largest_force_ev_per_a": 5.4,
  "homo_lumo_gap_ev": 8.1,
  "e_tot_ev": -11035.12450,
  "lumo_energy_ev": 0.7,
  "total_charge": 0,
  "species": ["C", "C", "C", "C", "C", "C", "C", "N", "O", "H", "H", "H", "H", "H", "H", "H", "H", "H", "H", "H", "H", "H", "H", "H"],
  "coordinates": [[0.1454, -0.7667, 0.4215], [-0.5944, 0.7032, -0.4805], [-0.4100, -0.8135, 1.8336], [-1.4045, -0.9353, -1.0195], [-0.6069, 1.5236, -1.7253], [1.6560, 1.2345, 1.2029], [1.0702, 0.4778, 0.0078], [0.8383, -1.9193, 0.0404], [1.8645, 0.2657, -0.9836], [-1.3770, 1.0186, 0.2116], [1.4395, -1.6659, -0.7623], [0.2825, -2.7573, -0.0725], [-1.0002, 0.0646, 2.1023], [0.4135, -0.8406, 2.5505], [-1.0649, -1.6816, 1.9600], [-2.3643, -0.4638, -1.2415], [-0.8860, -1.1355, -1.9547], [-1.7177, -1.8447, -0.5051], [-1.6073, 1.6446, -2.1452], [0.0813, 1.1079, -2.4637], [-0.2595, 2.5248, -1.4366], [0.9011, 1.6766, 1.8579], [2.3098, 2.0218, 0.8225], [2.2908, 0.5604, 1.7796]],
  "mulliken_charge": [0.841, -0.173, -1.683, -1.248, -1.486, -1.659, 1.280, -0.467, -0.892, 0.376, 0.286, 0.265, 0.348, 0.338, 0.432, 0.394, 0.338, 0.433, 0.435, 0.350, 0.366, 0.316, 0.450, 0.359]
}